Density functional theory data (ωB97M-V/def2-TZVPD) for C26H54Cl2InN4O39S9 as an isolated structure.

The calculation puts the orbital gap at 6.66 eV. The value obtained for the LUMO energy is 1.090 eV. The value obtained for the electronic energy is -241373.0114 eV. As for the total charge: -1. Its HOMO energy is -0.20475 hartree.

CARTESIAN COORDINATES (ANGSTROEM)
H1 -5.220 3.086 -0.583
H2 -5.348 -4.026 -2.297
S1 -1.037 -6.330 2.181
C1 3.858 -0.137 6.239
H3 7.740 -4.587 -5.338
S2 -7.480 -6.003 -2.542
H4 -0.271 6.717 2.604
O1 -0.609 -6.159 0.826
H5 -2.625 5.671 -4.975
O2 1.746 9.243 1.993
H6 -4.426 4.176 0.393
C2 -0.165 1.747 1.093
H7 9.871 -4.544 -3.694
N1 -3.356 1.643 -2.075
H8 -7.009 -3.138 -0.753
O3 8.970 -6.141 -2.714
C3 -2.932 6.548 -4.397
H9 2.653 -7.954 -1.247
O4 2.414 4.612 1.707
O5 3.498 -7.231 0.505
C4 -2.885 -7.991 2.401
O6 4.130 -2.028 1.128
H10 -4.777 7.440 -3.685
H11 -0.784 8.172 1.712
H12 -0.329 -2.635 1.972
H13 0.610 9.721 -9.174
C5 -1.701 -8.495 3.211
S3 -3.079 5.725 -2.043
N2 -5.831 1.255 0.987
O7 -2.782 8.143 -7.007
O8 7.689 -8.189 -3.275
O9 5.776 -7.697 -0.240
H14 2.184 -1.263 7.067
H15 2.108 -3.724 0.313
C6 -5.657 -4.685 -1.481
C7 1.873 3.293 1.438
C8 -2.113 -1.847 0.838
O10 6.911 -5.954 -4.010
H16 -1.800 -8.224 4.266
O11 0.375 10.960 3.142
O12 -7.984 -4.666 -1.774
O13 2.076 9.620 4.420
H17 -5.023 6.097 -4.831
O14 5.377 -5.858 1.373
H18 4.670 -9.285 -0.922
O15 -5.940 -5.973 -2.034
O16 -4.448 5.575 -2.903
H19 9.596 -6.015 -4.662
O17 2.959 2.951 7.656
H20 -0.036 9.966 -7.531
N3 -5.227 3.535 0.341
H21 -4.856 -4.749 -0.745
H22 0.481 1.428 0.186
H23 -6.426 2.444 3.217
H24 -1.567 -9.574 3.125
C9 -0.829 -1.617 1.755
C10 0.602 7.930 -7.928
H25 4.510 -3.658 -0.111
H26 2.225 2.842 0.437
H27 -7.104 3.396 2.040
H28 3.595 -6.448 -1.388
O18 4.279 1.206 6.489
O19 -8.127 -7.139 -1.957
C11 2.468 -0.233 6.847
O20 0.019 8.539 3.566
O21 2.528 0.537 8.050
O22 -3.578 2.188 -3.135
C12 0.029 9.268 -8.370
O23 -2.218 6.537 -3.160
C13 9.177 -5.361 -3.891
H29 0.128 1.083 1.973
C14 4.177 -3.441 0.904
H30 -0.062 3.508 2.501
H31 2.173 2.539 2.252
C15 2.762 -3.928 1.166
H32 -6.249 1.326 0.049
S4 7.512 -6.849 -2.797
H33 5.169 -8.131 -2.182
S5 5.005 -7.216 1.103
H34 3.860 -0.350 5.170
H35 -0.068 -1.016 1.162
H36 7.489 -4.015 -3.668
H37 2.085 7.239 2.272
O24 -2.716 2.470 -1.239
C16 -6.969 -4.222 -0.870
O25 -7.496 -5.742 -3.951
H38 -3.984 1.425 2.878
O26 2.124 -0.730 1.786
H39 2.729 -4.992 1.401
C17 3.545 -7.429 -0.907
Cl1 -4.280 -1.288 -0.790
O27 -1.298 8.981 -8.814
S6 3.635 1.711 7.889
H40 -7.143 -4.698 0.099
H41 -6.588 0.974 1.628
O28 -2.212 6.685 -8.979
H42 -3.832 -8.134 2.923
C18 -0.019 7.753 2.371
O29 -0.570 -7.804 2.682
O30 -2.506 4.422 -1.874
O31 4.616 1.544 8.922
S7 1.089 9.744 3.389
H43 0.920 7.333 -8.788
C19 1.366 7.884 1.760
Cl2 -2.584 -3.613 0.533
H44 4.557 -0.810 6.745
C20 4.815 -8.227 -1.158
O32 -3.334 6.613 -0.943
N4 -6.212 3.133 2.484
O33 5.107 -8.257 2.082
H45 -0.177 4.038 0.690
H46 1.718 0.217 6.190
H47 4.881 -3.872 1.615
O34 -0.735 -5.389 3.217
H48 -3.449 3.219 2.623
H49 -2.701 7.452 -4.963
S8 3.037 -1.715 2.284
H50 1.373 7.660 0.694
H51 -1.071 -1.175 2.786
O35 -2.636 -6.602 2.192
In1 -2.338 1.443 0.590
S9 -1.870 7.689 -8.017
C21 -5.260 2.559 1.459
H52 3.224 4.435 2.246
C22 -2.841 -0.761 0.264
O36 -0.484 7.253 -7.297
C23 0.246 3.267 1.415
H53 1.438 8.044 -7.237
H54 -2.932 -8.480 1.424
C24 7.794 -4.865 -4.285
O37 3.730 -1.574 3.533
O38 6.789 -6.545 -1.597
O39 2.298 -3.157 2.275
C25 -3.794 2.263 2.101
C26 -4.401 6.467 -4.016

These are the Mulliken partial charges, in e, on atoms 1 to 4:
1 H 0.193
2 H 0.292
3 S 1.180
4 C 0.073